# C31H47N5O4S

A cluster of 2 separate species, C31H47N5O4S in total in a non-equilibrium geometry (wB97M-V/def2-TZVPD, the OMol25 dataset).

The geometry in ORCA input format:
```
! wB97M-V def2-TZVPD RIJCOSX def2/J DEFGRID3
* xyz 0 1
C 7.25 -1.38 2.60
O 6.19 -1.31 1.68
C 6.55 -0.60 0.51
C 5.36 -0.56 -0.43
C 4.21 0.32 0.09
C 4.03 1.66 -0.68
C 2.62 1.84 -1.15
C 1.83 2.89 -0.91
C 2.20 4.11 -0.12
C 3.42 4.90 -0.65
C 4.36 5.33 0.48
N 3.76 6.31 1.40
C 0.45 2.84 -1.48
O -0.07 3.84 -1.91
C -0.22 1.51 -1.52
C -1.71 1.42 -1.35
C -2.35 2.44 -0.38
C -2.92 1.78 0.90
N -4.21 2.41 1.28
C 0.57 0.47 -1.78
C 0.12 -0.95 -1.87
C 0.49 -1.73 -0.59
C -0.26 -1.25 0.65
C 0.43 -1.64 1.98
C -0.23 -2.87 2.64
C -1.38 -2.50 3.58
C -2.67 -1.99 2.94
S -3.32 -3.11 1.64
C -3.83 -1.92 0.50
N -3.42 -1.80 -0.74
N -4.11 -0.73 -1.29
C -4.87 -0.28 -0.34
O -4.76 -0.97 0.81
C 2.03 0.74 -1.98
O 2.68 0.14 -2.78
H 8.17 -1.74 2.12
H 6.98 -2.09 3.38
H 7.45 -0.40 3.04
H 7.39 -1.12 0.02
H 6.89 0.40 0.79
H 5.01 -1.59 -0.53
H 5.71 -0.24 -1.41
H 4.43 0.55 1.13
H 3.29 -0.25 0.10
H 4.33 2.47 -0.03
H 4.66 1.62 -1.57
H 1.33 4.77 -0.11
H 2.37 3.80 0.91
H 3.09 5.81 -1.13
H 3.97 4.32 -1.39
H 5.28 5.74 0.07
H 4.60 4.45 1.09
H 3.07 6.87 0.90
H 3.23 5.82 2.11
H -1.97 0.42 -1.02
H -2.16 1.54 -2.34
H -1.67 3.24 -0.11
H -3.19 2.92 -0.88
H -2.23 1.91 1.73
H -3.06 0.71 0.70
H -4.36 2.26 2.27
H -4.96 1.93 0.80
H 0.62 -1.45 -2.70
H -0.96 -1.01 -2.00
H 1.56 -1.68 -0.40
H 0.25 -2.78 -0.77
H -1.24 -1.71 0.66
H -0.39 -0.17 0.63
H 1.49 -1.82 1.83
H 0.33 -0.81 2.68
H -0.55 -3.57 1.88
H 0.52 -3.39 3.25
H -1.03 -1.71 4.25
H -1.62 -3.35 4.23
H -2.53 -1.00 2.51
H -3.45 -1.90 3.69
H -5.54 0.56 -0.40
N -5.91 -5.71 -2.57
C -7.02 -5.68 -3.31
C -7.72 -4.52 -3.60
C -7.23 -3.32 -3.11
C -6.08 -3.33 -2.35
C -5.46 -4.55 -2.11
H -7.37 -6.64 -3.67
H -8.61 -4.56 -4.21
H -7.75 -2.39 -3.32
H -5.66 -2.42 -1.94
H -4.55 -4.60 -1.52
*
```

Output
SMILES ... COCCCCC1=C(CCCN)C(=O)C(CCCN)=C(CCCCCCCSc2nnco2)C1=O.c1ccncc1
Energy ... -2182.2731 Eh
Relative energy (zero: lowest compared OMol25 entry of this formula, charge and spin) ... 0.0 kcal per mole



# C31H47NO4P2Ru

A structure of composition C31H47NO4P2Ru in a non-equilibrium geometry (wB97M-V/def2-TZVPD, the OMol25 dataset).

The geometry in ORCA input format:
```
! wB97M-V def2-TZVPD RIJCOSX def2/J DEFGRID3
* xyz 1 6
Ru 0.71 -1.13 -1.65
C -0.38 -2.43 0.58
C 1.00 -2.42 -0.08
C 1.00 -1.27 2.00
C -0.35 -1.65 1.74
C 1.83 -1.70 0.97
C -1.40 -3.46 0.35
H -1.13 -4.06 -0.53
H -2.39 -3.02 0.22
H -1.45 -4.14 1.21
C -1.47 -1.40 2.68
H -2.41 -1.82 2.31
H -1.60 -0.32 2.83
H -1.26 -1.85 3.66
C 1.42 -0.70 3.31
H 1.09 -1.36 4.12
H 0.94 0.28 3.47
H 2.50 -0.59 3.39
C 3.29 -1.86 1.12
H 3.52 -2.44 2.04
H 3.80 -0.89 1.23
H 3.73 -2.40 0.28
C 1.55 -3.72 -0.57
H 1.78 -4.33 0.30
H 2.47 -3.57 -1.15
H 0.84 -4.25 -1.20
C -1.50 0.11 -4.95
C -1.49 -1.22 -5.08
C -0.52 -2.02 -5.89
C 0.97 -1.66 -5.60
C 1.29 -1.15 -4.23
C 1.30 0.18 -3.96
C 0.84 1.25 -4.92
C -0.55 1.05 -5.62
H -0.68 -1.91 -6.98
H 1.30 -0.92 -6.35
H -0.68 -3.09 -5.67
H -0.39 0.77 -6.67
H -2.37 0.60 -4.48
H -2.38 -1.81 -4.81
H -1.03 2.04 -5.69
H 0.80 2.23 -4.41
H 2.00 0.58 -3.23
H 1.59 1.37 -5.73
H 1.58 -2.57 -5.77
H 1.61 -1.93 -3.50
P -1.15 -0.01 -0.93
P 1.63 0.83 -0.75
C -0.84 1.57 -1.85
C 0.53 2.17 -1.47
H -1.66 2.23 -1.56
H -0.95 1.34 -2.93
H 1.04 2.63 -2.32
H 0.39 2.93 -0.69
C 1.79 1.54 0.91
H 2.49 0.95 1.51
H 0.81 1.56 1.43
H 2.16 2.58 0.85
C 3.36 0.78 -1.33
H 3.59 1.62 -2.00
H 3.49 -0.17 -1.88
H 4.06 0.77 -0.48
C -2.60 0.24 0.13
H -2.99 -0.73 0.49
H -3.37 0.74 -0.48
H -2.34 0.88 0.98
C -1.70 -1.45 -1.97
H -0.83 -2.12 -2.28
H -2.20 -1.09 -2.87
H -2.37 -2.09 -1.39
O -1.28 3.76 2.17
C -1.11 2.70 2.83
O -0.76 1.56 2.37
C -1.28 2.80 4.34
C -1.46 4.07 4.94
C -1.54 4.20 6.33
C -1.48 3.04 7.13
C -1.32 1.76 6.56
C -1.22 1.66 5.18
N -1.53 3.16 8.55
O -1.66 4.32 9.02
O -1.46 2.15 9.28
H -1.52 4.97 4.33
H -1.68 5.16 6.82
H -1.26 0.87 7.19
H -1.10 0.68 4.72
*
```

Output
Energy ... -2342.1510 Eh
Relative energy (zero: lowest compared OMol25 entry of this formula, charge and spin) ... 3.2 kcal per mole



# C31H48BMnN8SbSi3

A structure of composition C31H48BMnN8SbSi3 (wB97M-V/def2-TZVPD, the OMol25 dataset).

The geometry in ORCA input format:
```
! wB97M-V def2-TZVPD RIJCOSX def2/J DEFGRID3
* xyz 1 5
Mn -0.15 -1.28 0.65
C 3.94 -2.79 1.16
C 3.01 -2.05 0.44
N 1.78 -2.22 0.93
N 1.91 -3.07 1.98
C 3.19 -3.43 2.13
B 0.71 -3.45 2.86
N 0.17 -2.16 3.53
C 0.07 -1.86 4.82
C -0.45 -0.58 4.94
C -0.64 -0.17 3.63
N -0.27 -1.13 2.77
N -0.39 -4.07 1.99
C -0.90 -5.30 2.13
C -1.89 -5.47 1.19
C -1.92 -4.27 0.50
N -1.01 -3.41 0.98
H 5.00 -2.87 1.00
H 3.17 -1.43 -0.41
H 3.48 -4.11 2.92
H 1.05 -4.23 3.71
H 0.38 -2.57 5.58
H -0.65 -0.03 5.84
H -1.01 0.77 3.27
H -0.52 -5.97 2.89
H -2.50 -6.35 1.02
H -2.56 -4.02 -0.33
C 3.01 0.80 -1.33
Sb 0.92 0.98 -1.87
C -0.10 -0.94 -1.42
C -1.54 -0.60 -1.80
C -2.61 -1.44 -1.48
C -3.90 -1.09 -1.83
C -4.11 0.10 -2.50
C -3.01 0.89 -2.77
N -1.76 0.56 -2.42
Si 0.47 -2.27 -2.70
C 0.27 -1.50 -4.39
C -0.61 -3.79 -2.69
C 2.21 -2.90 -2.52
C 0.23 2.34 -0.26
C -1.08 1.88 0.33
C -2.11 2.80 0.58
C -3.32 2.43 1.11
C -3.53 1.09 1.43
C -2.48 0.23 1.21
N -1.29 0.59 0.69
Si 0.04 3.94 -1.34
C -0.15 5.54 -0.39
C 1.56 4.15 -2.42
C -1.41 3.74 -2.49
Si 1.41 2.68 1.22
C 0.41 3.51 2.55
C 2.13 1.12 1.96
C 2.84 3.80 0.78
H 3.44 -0.02 -1.90
H 3.23 0.70 -0.28
H 3.46 1.72 -1.71
H -2.42 -2.35 -0.94
H -4.73 -1.74 -1.57
H -5.10 0.41 -2.81
H -3.12 1.85 -3.27
H -0.78 -1.53 -4.69
H 0.84 -2.10 -5.11
H 0.61 -0.47 -4.48
H -1.68 -3.56 -2.81
H -0.48 -4.39 -1.79
H -0.31 -4.40 -3.55
H 2.99 -2.14 -2.64
H 2.35 -3.64 -3.32
H 2.36 -3.41 -1.57
H -1.94 3.84 0.34
H -4.10 3.16 1.28
H -4.46 0.72 1.84
H -2.60 -0.82 1.47
H 0.74 5.76 0.21
H -1.02 5.61 0.26
H -0.23 6.34 -1.14
H 2.50 3.92 -1.90
H 1.61 5.20 -2.73
H 1.51 3.54 -3.33
H -2.36 3.58 -1.98
H -1.24 2.89 -3.16
H -1.51 4.65 -3.10
H -0.39 2.87 2.93
H -0.05 4.44 2.21
H 1.07 3.75 3.39
H 1.87 0.24 1.38
H 1.77 0.97 2.98
H 3.22 1.16 1.99
H 2.52 4.74 0.33
H 3.55 3.32 0.10
H 3.36 4.03 1.71
*
```

Output
Energy ... -3932.6983 Eh
Relative energy (zero: lowest compared OMol25 entry of this formula, charge and spin) ... 0.0 kcal per mole